Entry 1:
Here is a 17-piece molecular cluster, C57H158N10O22 overall from OMol25. Energies are from ωB97M-V with the def2-TZVPD basis set.

```
247
Properties=species:S:1:pos:R:3:lowdin_charge:R:1
O 19.3942 -3.8853 17.5933 -0.217
O 21.8505 -8.8859 15.9389 -0.195
O 21.6183 -6.0282 8.6285 -0.202
O 17.7462 -6.6568 24.3734 -0.213
O 20.2898 -20.4866 15.9194 -0.179
O 21.5791 -5.6851 22.6934 -0.120
O 23.4007 -11.4010 22.0735 -0.134
O 11.8929 0.3710 17.8393 -0.148
O 28.4523 -21.1156 13.9526 -0.191
O 26.6081 -8.3414 19.4495 -0.115
O 14.8427 0.7972 24.1050 -0.198
O 27.8304 -6.4696 8.5310 -0.171
O 18.9000 -15.4634 14.2154 -0.165
O 22.8430 -11.3117 7.6229 -0.127
O 9.6422 -11.7474 18.1052 -0.160
O 14.2769 -9.5521 19.3186 -0.185
O 26.6907 -13.1988 12.8569 -0.105
O 19.2464 3.1658 14.6167 -0.213
O 27.3634 -0.1682 13.6252 -0.190
O 28.7718 4.6046 11.5509 -0.162
O 10.2551 -4.2850 11.4321 -0.177
O 27.7808 -6.0049 12.2279 -0.131
N 20.8101 2.5209 12.2214 0.044
N 17.7180 3.1150 24.3749 0.002
N 27.4480 -18.1968 13.2068 0.057
N 25.2264 -5.2314 8.5710 -0.052
N 20.9166 -6.2609 15.3272 -0.066
N 18.8403 -18.0686 16.2621 -0.063
N 12.7633 -2.8316 13.8195 0.018
N 11.1992 -9.8497 19.6222 -0.058
N 17.1457 -9.0451 27.2766 0.014
N 28.3544 1.5410 11.2317 -0.074
C 18.0586 -16.8633 16.0923 -0.232
C 22.3692 -12.0825 21.4016 -0.167
C 27.5134 2.5930 10.7326 -0.196
C 19.5376 1.8227 12.6009 -0.418
C 26.9865 -9.3438 18.4776 -0.160
C 22.1534 -4.9985 21.6118 -0.176
C 12.3368 1.7000 18.2722 -0.130
C 23.9584 -5.8586 8.1221 -0.197
C 12.2886 -3.4559 12.6466 -0.466
C 9.1700 -11.1045 19.2811 -0.246
C 29.9764 4.1510 12.1233 -0.132
C 27.7973 0.1924 11.2330 -0.193
C 22.1662 -10.2770 15.7829 -0.087
C 28.6347 -5.8693 13.3895 -0.140
C 19.3563 -4.5035 16.2653 -0.167
C 13.2879 -8.6379 19.8163 -0.212
C 17.7768 -16.2251 14.7909 -0.205
C 12.1996 -9.4064 20.5980 -0.197
C 22.3177 -6.6345 15.1328 -0.227
C 18.1761 -3.5727 18.0968 -0.153
C 27.3285 -19.0722 14.3761 -0.471
C 14.1291 0.0149 25.0713 -0.118
C 15.4401 -8.9152 18.8227 -0.123
C 28.0736 -13.0057 13.0479 -0.189
C 19.6770 0.4397 11.9699 -0.089
C 17.0075 -5.4863 24.6555 -0.125
C 27.0587 -6.3678 7.3356 -0.221
C 28.3786 -7.7294 8.7126 -0.137
C 28.4852 -22.5158 13.7970 -0.118
C 17.3458 -7.8516 25.1185 -0.151
C 22.6630 -11.9542 8.8478 -0.181
C 18.9759 -20.4648 16.3328 -0.231
C 19.3385 1.7541 14.1722 -0.114
C 8.9290 -4.8041 11.5346 -0.105
C 22.3947 -8.1220 14.8735 -0.248
C 9.9783 -13.1105 18.3098 -0.113
C 17.6302 -7.8131 26.6844 -0.418
C 18.1678 -19.2494 15.9337 -0.239
C 26.8283 -0.0251 12.3601 -0.274
C 10.8724 -4.0616 12.6974 -0.188
C 13.4465 -4.2902 12.0957 -0.071
C 18.2219 3.9844 14.0326 -0.135
C 20.4717 -6.0381 9.5326 -0.062
C 26.1706 -18.5295 15.1633 -0.088
C 16.0800 1.3897 24.6035 -0.162
C 19.1644 -7.7378 26.9187 -0.061
C 16.5294 2.6234 22.3581 -0.078
C 28.3999 3.8337 10.4150 -0.214
C 27.1602 -20.5440 14.1776 -0.207
C 26.4000 -0.2856 14.6331 -0.110
C 20.7995 -4.9459 15.9880 -0.197
C 21.0917 -21.3772 16.5279 -0.159
C 22.8789 -6.0188 9.2010 -0.271
C 26.2364 -5.1004 7.5011 -0.207
C 10.2129 -10.6668 20.2514 -0.253
C 18.5198 -14.3209 13.5153 -0.144
C 16.4255 2.7341 23.8984 -0.414
H 22.9245 -6.5263 16.0318 0.111
H 16.3417 -9.5229 18.7462 0.084
H 12.2543 -2.5854 11.9915 0.127
H 19.2508 0.4918 10.9681 0.073
H 19.5582 -8.3142 26.0815 0.069
H 28.0632 -23.1628 14.5661 0.085
H 11.9530 -2.4719 14.3034 0.068
H 16.9001 -15.5904 14.9199 0.116
H 11.7505 2.5300 17.8781 0.070
H 22.4903 -11.1348 9.5456 0.070
H 12.6986 -10.2633 21.0505 0.116
H 30.6458 3.6146 11.4507 0.088
H 15.5684 2.4414 21.8769 0.065
H 22.7682 -12.6766 20.5795 0.072
H 23.5254 -12.4558 9.2870 0.083
H 17.3892 -9.1268 28.2534 0.070
H 25.7956 -8.7639 19.7375 0.062
H 17.0547 -7.0030 27.1323 0.125
H 27.1723 -0.0287 10.3677 0.120
H 26.1256 0.8075 12.3255 0.114
H 26.8004 -20.9177 15.1362 0.122
H 16.8489 0.6226 24.5127 0.124
H 21.7131 -10.5470 14.8290 0.086
H 20.5687 -6.9646 15.9627 0.096
H 29.7441 3.5054 12.9703 0.077
H 18.9978 -0.2829 12.4224 0.066
H 21.5464 -4.1148 21.4152 0.071
H 21.7786 -8.2296 13.9807 0.118
H 25.7764 0.6026 14.5316 0.087
H 14.8116 -0.7711 25.3945 0.082
H 21.3619 -4.1388 15.5185 0.120
H 21.2842 -5.1389 16.9450 0.111
H 17.3308 -17.0249 14.1997 0.115
H 18.5264 -21.3454 15.8739 0.126
H 13.1072 -0.2460 24.7963 0.084
H 22.1106 -21.3581 16.1412 0.087
H 15.9523 -5.5745 24.9139 0.088
H 29.0243 -4.8864 13.6545 0.070
H 19.0724 -3.8861 15.4130 0.119
H 29.5707 -22.6137 13.7941 0.091
H 16.9747 3.5088 21.9044 0.066
H 23.0359 -7.0041 9.6401 0.118
H 22.9508 -5.2312 9.9511 0.121
H 21.9648 -5.5681 20.7018 0.067
H 17.1245 -16.9194 16.6514 0.127
H 19.5981 -5.5737 9.0751 0.087
H 10.6197 -11.5756 20.6948 0.109
H 22.0220 -10.8395 7.4664 0.075
H 10.2628 -3.3490 13.2530 0.118
H 23.9016 -11.9616 22.6706 0.072
H 19.5882 -6.7650 26.6697 0.069
H 28.4468 -13.2094 14.0515 0.073
H 19.6457 -8.0487 27.8459 0.073
H 12.2257 1.7325 19.3560 0.071
H 26.8366 -4.2641 7.8595 0.112
H 26.9862 -18.8296 12.5692 0.066
H 17.8146 4.8043 14.6241 0.084
H 18.6848 -5.3564 16.3640 0.117
H 20.7129 -6.0367 22.4752 0.074
H 8.1498 -4.2025 12.0026 0.084
H 29.0006 1.6086 12.0050 0.103
H 26.4598 -13.9953 13.3406 0.072
H 15.2950 -8.6084 17.7869 0.079
H 18.6307 2.2088 12.1356 0.112
H 26.8852 -0.2257 15.6073 0.089
H 15.7797 3.5908 24.0917 0.140
H 13.3602 1.6267 17.9043 0.080
H 20.8303 -22.3587 16.1324 0.089
H 26.6155 2.7694 11.3249 0.108
H 19.0326 -20.5313 17.4193 0.123
H 14.3459 -3.7661 11.7725 0.068
H 23.2419 -10.4428 15.7246 0.080
H 21.7596 -12.5528 8.7314 0.079
H 17.6768 -9.7573 26.7961 0.065
H 13.7667 -7.9453 20.5086 0.107
H 17.1576 -4.8029 23.8197 0.085
H 21.7900 -11.3070 20.9004 0.078
H 18.4342 4.3350 13.0226 0.071
H 15.6993 -7.9706 19.3009 0.079
H 27.7976 4.5174 9.8167 0.109
H 21.7896 -10.8698 16.6165 0.086
H 17.5246 -5.0250 25.4969 0.079
H 17.9611 -8.6220 24.6538 0.117
H 28.2461 -18.9852 14.9579 0.144
H 20.2001 1.2958 14.6576 0.121
H 17.2105 -19.3430 16.4464 0.129
H 11.7608 -10.3016 18.9147 0.114
H 28.6303 -0.4994 11.3577 0.122
H 13.8678 0.4852 26.0193 0.072
H 8.3535 -11.5559 19.8447 0.120
H 13.3903 -2.0645 13.6231 0.083
H 18.7454 -16.1419 16.5349 0.122
H 9.0084 -5.7473 12.0752 0.083
H 9.8343 -10.0396 21.0584 0.128
H 26.3124 -17.5070 15.5131 0.071
H 19.6450 -17.9622 15.6610 0.122
H 25.8300 -1.2114 14.5548 0.088
H 23.2253 -4.8010 21.6013 0.083
H 8.6064 -10.2407 18.9286 0.121
H 26.4458 -20.8269 13.4045 0.133
H 25.9873 -19.0422 16.1076 0.075
H 18.5406 2.5674 24.1659 0.076
H 17.1801 1.8590 21.9334 0.074
H 9.1685 -13.8393 18.2753 0.083
H 8.6456 -5.0486 10.5109 0.087
H 20.6310 2.8339 11.2780 0.067
H 11.0039 0.3063 18.1956 0.056
H 15.9954 1.6589 25.6563 0.114
H 26.2922 -0.9685 12.2560 0.123
H 18.0068 4.0188 24.0288 0.070
H 18.3442 -2.9344 18.9642 0.091
H 13.2066 -4.8876 11.2161 0.072
H 27.5576 -6.1743 6.3860 0.120
H 29.1486 3.6550 9.6431 0.120
H 10.4688 -13.3386 19.2561 0.077
H 21.8214 -12.6135 22.1801 0.081
H 26.2020 -9.7092 17.8149 0.065
H 27.6776 -8.5241 8.9678 0.092
H 28.3207 -11.9572 12.8818 0.074
H 30.5795 4.9554 12.5443 0.082
H 29.0160 -8.0122 7.8749 0.090
H 20.6390 -0.0616 12.0762 0.080
H 19.1926 -14.0894 12.6895 0.076
H 12.8916 -7.9740 19.0480 0.124
H 18.4705 1.2560 14.6041 0.117
H 20.9756 3.3810 12.7244 0.061
H 25.2520 -18.3568 14.6025 0.082
H 24.0720 -6.8495 7.6824 0.107
H 23.4047 -8.4371 14.6114 0.121
H 17.6894 -3.0924 17.2479 0.093
H 28.7599 -13.5514 12.4003 0.071
H 29.0336 -7.7404 9.5838 0.077
H 17.7582 -4.4946 18.5011 0.086
H 26.2876 -7.1213 7.1751 0.116
H 28.2191 -6.2529 11.4106 0.047
H 25.9069 -4.7477 6.5238 0.120
H 17.2951 3.4861 13.7482 0.075
H 17.9690 -19.2064 14.8628 0.117
H 16.2921 -8.0065 24.8866 0.116
H 27.3581 -10.2665 18.9235 0.072
H 27.7167 -8.8654 17.8249 0.075
H 28.0695 -22.8255 12.8381 0.084
H 21.1427 -21.3125 17.6148 0.096
H 18.8093 -13.4233 14.0617 0.081
H 13.8987 -4.9629 12.8245 0.071
H 22.7781 -5.9281 14.4420 0.124
H 20.2268 -7.0111 9.9585 0.075
H 20.8470 -5.5632 10.4390 0.073
H 17.5125 -14.3346 13.0990 0.090
H 27.0880 2.1795 9.8182 0.115
H 23.4335 -5.1704 7.4595 0.117
H 10.9967 -4.9455 13.3230 0.129
H 11.8436 -8.7836 21.4187 0.117
H 29.5437 -6.4424 13.2069 0.070
H 10.7073 -13.3281 17.5292 0.088
H 28.1289 -6.2994 14.2539 0.073
H 28.4276 -18.3878 13.0515 0.068
H 25.4823 -5.6291 9.4634 0.105
```



Entry 2:
Here is C39H34N8OS3Sc as an isolated structure from OMol25. Energies are from ωB97M-V with the def2-TZVPD basis set.

```
86
Properties=species:S:1:pos:R:3:lowdin_charge:R:1
Sc 1.2012 0.5808 -0.7657 0.872
S 0.6249 -3.8725 -2.3092 1.134
S 3.6632 0.8808 0.1128 0.672
S -0.0015 -0.1532 2.3360 1.062
O 0.3034 -0.3052 0.8981 -0.599
N 3.3470 -1.2460 1.7428 0.065
N 2.3618 -3.0916 -0.3266 0.131
N 0.5222 2.4706 0.3944 0.023
N 0.9627 -1.5065 -1.3029 -0.107
N 3.6307 0.9869 2.6854 0.031
N 1.9069 0.7938 -2.7983 -0.002
N -0.3380 1.7423 -1.8800 -0.007
N -0.0471 -1.4207 -2.2449 0.035
C -3.1871 1.8958 3.7207 -0.077
C -0.3211 -2.5421 -2.8543 -0.600
C -1.0115 -4.3764 3.4625 -0.076
C -0.6172 3.1071 0.0026 -0.166
C -0.5894 4.3718 2.1168 -0.009
C 3.7124 0.3545 3.8918 -0.105
C 0.5132 3.7035 2.4718 -0.038
C -1.0648 2.7481 -1.2863 -0.185
C 3.5193 0.1178 1.6383 -0.829
C -2.6225 -2.5406 -3.5084 -0.122
C -0.9796 -2.6091 1.7342 -0.035
C -1.1196 4.1834 0.8211 -0.137
C 0.8900 1.0376 -3.7474 -0.140
C 1.3815 -2.7763 -1.1560 -0.639
C -4.0016 1.9341 2.6372 -0.055
C 3.6527 -1.0238 4.0840 -0.019
C 3.2714 -1.8040 2.9640 -0.320
C -2.6334 4.5688 -1.0313 -0.085
C -1.4122 1.6041 -4.1153 -0.015
C -1.2608 -2.7776 -4.0325 -0.267
C 3.0267 0.3449 -3.2153 -0.138
C 1.0983 0.7699 -5.0698 -0.154
C -1.1108 -3.9456 2.1186 -0.047
C -1.9632 1.2829 3.6893 -0.082
C -0.6860 -3.5346 4.4694 -0.068
C 1.1042 2.7431 1.5883 -0.096
C 2.3958 0.4024 -5.5148 0.000
C -0.5576 -1.7867 2.8148 -0.365
C -2.1918 4.8952 0.2511 -0.034
C -0.3696 1.4862 -3.1943 -0.258
C -2.1707 3.5114 -1.7727 -0.003
C -1.5737 0.7514 2.4915 -0.331
C -1.2198 1.2836 -5.4588 -0.091
C -2.3958 0.7344 1.3488 -0.049
C -0.0026 0.9460 -6.0321 -0.015
C -0.5206 -2.1846 4.1183 -0.084
C -3.6092 1.3836 1.4143 -0.028
C 3.3533 0.2545 -4.5917 -0.029
C 3.0338 -3.2921 3.1557 -0.021
H -0.2777 -1.3972 4.8640 0.127
H 3.9748 1.0088 4.7126 0.110
H 3.8960 -3.7473 2.6255 0.093
H -1.2990 1.2638 4.5210 0.112
H 3.6882 0.1670 -2.3841 0.049
H -4.2848 1.4596 0.6110 0.104
H -4.9124 2.4511 2.6576 0.100
H -3.5646 2.1247 4.7225 0.125
H -3.3626 -2.5657 -4.3689 0.095
H 2.5758 -4.1141 -0.1479 0.151
H -2.0588 0.2352 0.5063 0.086
H -1.1137 -2.2432 0.7139 0.111
H -1.2535 -4.6872 1.3588 0.100
H -1.2672 -5.3471 3.7599 0.096
H -3.4429 5.1442 -1.3774 0.094
H -2.7265 -1.5137 -3.1332 0.073
H 3.1930 -3.5523 4.2136 0.089
H 2.6438 0.2898 -6.5704 0.132
H -2.9083 -3.4186 -2.7659 0.128
H 2.7320 -2.3007 0.2231 0.064
H 3.6556 -1.3938 5.0933 0.102
H 1.0150 3.8829 3.4206 0.119
H -2.3563 1.9214 -3.6124 0.101
H -0.8999 -2.1062 -4.8710 0.136
H 2.1665 -3.6254 2.5605 0.069
H -2.7783 5.6614 0.8130 0.127
H -1.0715 -3.7991 -4.3701 0.096
H -0.7138 -3.7992 5.5453 0.130
H 2.0160 2.2340 1.8202 0.039
H 0.1602 0.8181 -7.1129 0.115
H -0.9686 5.1066 2.7772 0.117
H 4.3552 -0.0737 -4.8813 0.121
H -2.0193 1.4578 -6.1782 0.108
H -2.6903 3.3760 -2.7125 0.088
```

Output
- total charge = +1



What did we get for F_max? Answer: 3.87 3.49 eV Å⁻¹, in the order shown.
What did we get for LUMO? Answer: 0.2 -2.4 eV, in the order shown.
What did we get for HOMO? Answer: -8.1 -9.2 eV, in the order shown.